The following is a quantum chemistry calculation of 7 unconnected molecules or ions with the total composition C40H85ClF7N2O34P6S2, from the OMol25 dataset.

Calculated values
Charge ... +1
LUMO ... -0.1695 Eh
Molar mass ... 1556.517 g mol⁻¹

Each line ends with the Mulliken charge.
Geometry (Å):
C (-4.382, 2.846, -3.420)  -0.80
C (-3.646, 4.092, -2.789)  -0.17
O (-2.405, 4.291, -3.470)  -0.47
C (-1.398, 3.432, -2.940)  0.32
C (-0.658, 2.692, -4.091)  -0.42
O (0.685, 2.455, -3.639)  -0.30
C (1.290, 1.413, -4.387)  -0.85
C (1.176, 0.071, -3.536)  -0.24
O (0.910, 0.463, -2.178)  0.28
C (1.123, -0.658, -1.327)  -0.66
C (-0.029, -0.827, -0.325)  1.31
C (-1.016, -1.898, -0.410)  -0.17
O (-0.861, -2.772, -1.476)  -0.52
N (-1.528, -2.272, -2.621)  0.32
O (-1.122, -2.823, -3.560)  -0.31
C (-2.080, -2.004, 0.518)  0.91
C (-3.062, -3.172, 0.271)  -1.78
N (-2.225, -1.100, 1.570)  0.87
S (-3.502, -1.305, 2.694)  1.17
O (-3.372, -0.585, 3.950)  -0.36
O (-3.683, -2.691, 3.102)  -0.64
C (-5.186, -0.812, 1.993)  0.19
F (-5.921, -0.434, 3.040)  -0.22
F (-5.817, -1.902, 1.514)  -0.23
C (-5.169, 0.230, 0.835)  0.80
F (-4.449, -0.183, -0.233)  -0.16
F (-6.445, 0.320, 0.396)  -0.31
C (-4.712, 1.698, 1.187)  0.53
F (-3.497, 1.946, 0.657)  -0.16
F (-4.791, 2.020, 2.470)  -0.24
F (-5.539, 2.536, 0.537)  -0.28
C (-1.310, -0.040, 1.665)  0.42
C (-1.366, 1.070, 2.733)  -0.27
C (-0.579, 0.555, 3.993)  0.29
C (0.501, 1.537, 4.542)  -1.26
C (0.087, 3.032, 4.533)  -0.18
S (1.457, 4.038, 5.244)  1.18
O (2.444, 4.123, 4.168)  -0.60
O (0.954, 5.375, 5.528)  -0.57
Cl (2.317, 3.105, 6.854)  -0.23
C (-0.222, 0.103, 0.756)  -0.35
O (0.678, 1.114, 0.889)  -0.32
C (0.358, 2.265, 0.058)  -0.40
C (1.707, 2.872, -0.413)  -1.22
H (-4.218, 1.931, -2.816)  0.05
H (-5.459, 3.077, -3.520)  0.36
H (-3.911, 2.702, -4.412)  0.31
H (-3.483, 3.970, -1.698)  0.18
H (-4.261, 5.004, -2.917)  0.40
H (-1.839, 2.675, -2.260)  -0.16
H (-0.647, 4.073, -2.430)  0.07
H (-0.615, 3.322, -5.006)  0.33
H (-1.152, 1.721, -4.307)  0.30
H (0.780, 1.221, -5.351)  0.46
H (2.356, 1.655, -4.556)  0.33
H (2.125, -0.491, -3.639)  0.45
H (0.304, -0.523, -3.888)  0.00
H (1.231, -1.600, -1.894)  0.81
H (2.050, -0.514, -0.723)  -0.84
H (-2.797, -3.742, -0.634)  0.52
H (-4.044, -2.700, 0.054)  0.27
H (-3.101, -3.884, 1.110)  0.36
H (-0.905, 1.986, 2.318)  -0.26
H (-2.402, 1.368, 2.984)  0.41
H (-0.048, -0.376, 3.701)  -0.59
H (-1.247, 0.291, 4.840)  0.27
H (0.664, 1.260, 5.607)  0.73
H (1.484, 1.373, 4.052)  0.41
H (-0.878, 3.240, 5.031)  0.44
H (-0.002, 3.434, 3.502)  0.08
H (-0.118, 3.032, 0.710)  0.40
H (-0.316, 2.032, -0.784)  0.21
H (2.263, 3.190, 0.496)  0.46
H (1.553, 3.766, -1.040)  0.42
H (2.310, 2.092, -0.909)  -0.16
C (-0.366, -2.821, 4.879)  -0.57
O (0.966, -2.332, 4.834)  -0.04
P (2.255, -3.404, 4.974)  1.15
O (1.867, -4.277, 3.811)  -0.71
O (1.696, -4.014, 6.399)  -0.43
C (1.454, -3.138, 7.507)  -0.70
O (3.745, -4.195, 5.203)  -0.30
C (4.632, -3.669, 6.203)  -0.69
H (-0.880, -2.441, 4.002)  -0.01
H (-0.425, -3.907, 4.903)  0.60
H (-0.861, -2.416, 5.760)  0.23
H (0.436, -3.298, 7.862)  0.24
H (1.574, -2.088, 7.237)  0.30
H (2.149, -3.380, 8.313)  0.33
H (4.291, -3.958, 7.199)  0.27
H (4.699, -2.581, 6.135)  0.33
H (5.621, -4.091, 6.038)  0.27
C (-1.625, -2.363, -7.626)  -0.52
O (-0.358, -2.873, -8.015)  -0.42
P (-0.296, -4.402, -8.754)  1.22
O (-1.225, -3.985, -9.868)  -0.66
O (-1.137, -5.095, -7.511)  -0.38
C (-0.602, -5.059, -6.188)  -0.75
O (-0.078, -5.920, -9.483)  -0.24
C (0.857, -6.831, -8.879)  -0.71
H (-1.738, -1.370, -8.061)  0.29
H (-2.451, -2.994, -7.949)  0.36
H (-1.649, -2.271, -6.536)  0.02
H (-1.357, -4.642, -5.520)  0.17
H (0.302, -4.452, -6.125)  0.36
H (-0.372, -6.075, -5.865)  0.39
H (0.416, -7.291, -7.992)  0.27
H (1.784, -6.322, -8.613)  0.34
H (1.085, -7.613, -9.600)  0.27
C (4.592, -2.405, 2.846)  0.29
O (4.795, -1.000, 2.735)  -0.46
P (4.384, -0.262, 1.273)  0.45
O (2.930, -0.652, 1.236)  -0.18
O (5.321, -1.294, 0.395)  -0.32
C (6.709, -1.454, 0.716)  -0.93
O (4.296, 0.820, -0.028)  0.13
C (5.484, 1.559, -0.367)  -0.91
H (3.985, -2.593, 3.734)  -0.91
H (4.087, -2.825, 1.980)  0.36
H (5.558, -2.899, 2.973)  0.33
H (6.915, -2.515, 0.848)  0.27
H (6.986, -0.922, 1.626)  0.43
H (7.313, -1.081, -0.112)  0.32
H (6.183, 0.920, -0.909)  0.31
H (5.965, 1.960, 0.525)  0.36
H (5.199, 2.388, -1.013)  0.30
C (-1.872, 12.001, 4.982)  -0.65
O (-0.694, 11.372, 4.492)  -0.48
P (-0.844, 9.885, 3.712)  1.23
O (-1.769, 10.308, 2.608)  -0.66
O (-1.659, 9.212, 4.982)  -0.37
C (-1.091, 9.249, 6.294)  -0.75
O (-0.511, 8.350, 3.079)  -0.33
C (0.444, 7.530, 3.779)  -0.57
H (-1.904, 13.014, 4.585)  0.26
H (-2.780, 11.472, 4.698)  0.35
H (-1.814, 12.054, 6.072)  0.25
H (-1.822, 9.679, 6.978)  0.27
H (-0.177, 9.843, 6.332)  0.41
H (-0.867, 8.230, 6.616)  0.23
H (-0.014, 7.101, 4.666)  0.30
H (1.324, 8.111, 4.060)  0.33
H (0.753, 6.721, 3.121)  0.24
C (5.522, -6.677, -13.994)  -0.67
O (5.075, -5.407, -13.532)  -0.47
P (3.653, -5.338, -12.629)  1.15
O (4.061, -6.252, -11.507)  -0.67
O (2.787, -6.141, -13.781)  -0.35
C (2.769, -5.660, -15.128)  -0.82
O (2.230, -4.794, -11.893)  -0.12
C (1.480, -3.781, -12.593)  -0.60
H (6.556, -6.807, -13.677)  0.26
H (4.921, -7.499, -13.612)  0.35
H (5.488, -6.685, -15.086)  0.26
H (3.053, -6.476, -15.793)  0.26
H (3.454, -4.825, -15.278)  0.40
H (1.757, -5.340, -15.381)  0.30
H (0.921, -4.228, -13.416)  0.21
H (2.147, -3.005, -12.973)  0.35
H (0.774, -3.331, -11.897)  0.17
C (-3.914, 1.027, 7.073)  -0.74
O (-2.846, 0.998, 8.022)  -0.48
P (-2.519, -0.495, 8.751)  1.23
O (-2.244, -1.206, 7.462)  -0.66
O (-4.085, -0.663, 9.236)  -0.32
C (-4.694, 0.341, 10.056)  -0.84
O (-2.065, -1.775, 9.762)  -0.28
C (-2.081, -1.546, 11.183)  -0.69
H (-3.534, 1.450, 6.142)  0.03
H (-4.329, 0.040, 6.876)  0.45
H (-4.704, 1.679, 7.453)  0.41
H (-5.623, 0.659, 9.584)  0.25
H (-4.050, 1.210, 10.192)  0.41
H (-4.926, -0.086, 11.032)  0.31
H (-3.106, -1.577, 11.557)  0.24
H (-1.625, -0.587, 11.432)  0.33
H (-1.512, -2.339, 11.663)  0.26

Atoms 1-6, force components in eV/Å:
0.5083 0.7824 0.4508
-0.6544 -0.3721 -0.4836
-0.1460 -0.4494 0.8421
0.5595 0.1287 -0.8686
0.0476 0.3847 0.4779
-0.3869 -0.0974 -1.0435

---

The following is a quantum chemistry calculation of a single C2H5NO molecule, from the OMol25 dataset.

Calculated values
Charge ... 0
SMILES string ... CNC=O
Energy above the lowest of the compared OMol25 structures with the same formula, charge and spin ... 1.3893 eV
LUMO ... 0.0355 Eh
Molar mass ... 59.068 g mol⁻¹

Each line ends with the Mulliken charge.
Geometry (Å):
C (1.121, 0.065, -0.015)  -0.68
N (-0.186, -0.525, -0.154)  -0.15
C (-1.384, 0.245, 0.077)  0.12
O (-2.568, -0.002, 0.064)  -0.50
H (1.450, -0.297, 0.989)  0.26
H (1.896, -0.357, -0.871)  0.24
H (1.045, 1.110, -0.083)  0.30
H (-0.418, -1.410, -0.574)  0.23
H (-0.956, 1.172, 0.566)  0.17

Atoms 1-6, force components in eV/Å:
1.8061 -3.5817 -0.8552
-4.4497 0.6949 -0.8618
2.7118 0.3991 1.8128
1.3161 -0.5972 -0.7989
0.6051 0.7817 -0.8042
-2.0524 1.1806 2.2062